This record from the OMol25 dataset describes a 2-piece molecular cluster, F2H3N2OP overall. The level of theory is wB97M-V/def2-TZVPD.

Computed properties:
HOMO energy, eV: -9.456
Orbital gap, eV: 10.34
Net charge: 0
LUMO, eV: 0.9
E_tot, Eh: -727.6716

Structure (XYZ):
```
9
Properties=species:S:1:pos:R:3:forces:R:3:nbo_charge:R:1
N 0.5641 -0.9832 -1.3750 1.30 -0.47 -0.61 -0.28
N -0.1397 -0.4230 -0.5645 -1.60 0.58 1.42 -0.32
O 0.2647 2.0614 0.8662 0.50 1.33 -2.69 -0.99
F 2.4312 2.7517 1.6906 0.26 0.28 -0.16 -0.59
F 1.8451 0.5114 1.7971 0.06 0.08 -0.57 -0.60
P 1.7880 1.6947 0.6901 0.58 -0.54 0.67 1.68
H -0.0289 1.7609 1.6773 -1.45 -0.88 2.92 0.50
H 1.5583 -0.6952 -1.1265 -0.88 -0.33 -0.49 0.29
H -1.1744 -0.6539 -0.6727 1.25 -0.03 -0.48 0.31
```
Positions in Å, forces in eV/Å.

---

This record from the OMol25 dataset describes F2H44O22Y as an isolated structure. The level of theory is wB97M-V/def2-TZVPD.

Computed properties:
HOMO energy, eV: -13.473
Orbital gap, eV: 11.31
Net charge: +1
LUMO, eV: -2.2
E_tot, Eh: -1919.9357

Structure (XYZ):
```
69
Properties=species:S:1:pos:R:3:forces:R:3:nbo_charge:R:1
Y -1.9335 0.7470 -0.2336 1.01 -0.68 0.42 2.20
F 0.2670 0.2755 0.0367 -1.04 0.18 -0.43 -0.83
F -2.3396 -0.2339 1.7488 -0.05 0.52 -1.09 -0.83
O 0.7472 -2.2465 0.6087 -0.73 -0.77 -0.79 -1.02
H 0.4795 -1.3984 0.1961 0.37 0.64 0.68 0.52
H 1.5074 -2.1052 1.1774 0.63 0.47 0.27 0.53
O -3.9423 1.6504 0.6915 -0.16 0.03 -0.38 -0.98
H -3.8466 0.8997 1.3132 -0.09 0.49 0.75 0.53
H -3.7656 2.5068 1.1137 -0.06 -0.60 0.33 0.52
O -1.3530 -4.1122 1.0851 1.50 -0.59 0.44 -0.99
H -0.7111 -4.7818 1.4446 -1.20 0.69 -0.41 0.48
H -0.7316 -3.3586 0.9663 -0.40 -0.14 -0.07 0.50
O 1.6726 1.4191 -2.5984 -0.36 1.04 0.30 -1.00
H 2.1433 0.6387 -2.2699 0.07 -0.34 0.01 0.51
H 1.9562 2.1368 -1.9846 -0.23 -0.94 -0.54 0.49
O -0.1174 1.6003 4.1709 -0.49 -0.42 -1.12 -1.00
H 0.2762 1.9129 4.9600 0.58 0.82 1.28 0.48
H -0.2553 0.6534 4.3496 -0.15 -0.38 -0.47 0.52
O -1.3558 -2.3733 -2.8872 -0.04 -1.78 0.26 -1.03
H -0.4915 -2.7037 -2.4474 -0.95 0.41 -0.73 0.51
H -1.8879 -3.2243 -2.9566 0.60 1.38 0.07 0.53
O -3.0510 -4.3077 -1.5541 -0.12 0.25 -1.09 -0.98
H -2.6537 -4.6839 -0.7773 0.25 -0.14 0.86 0.50
H -4.0020 -4.3120 -1.4187 0.04 -0.05 0.19 0.49
O -1.2155 0.3738 -2.5168 1.77 -0.15 -0.58 -1.01
H -1.1439 -0.4749 -3.0276 -0.48 0.46 0.60 0.54
H -0.2631 0.6905 -2.5126 -0.79 -0.38 -0.15 0.52
O 0.2032 4.5407 0.5680 0.02 -1.70 -0.46 -1.01
H 1.1066 4.5762 0.1953 0.26 -0.05 -0.26 0.51
H 0.0774 5.3856 0.9400 -0.51 1.62 0.69 0.49
O 5.5472 0.8849 -2.0016 0.48 -0.06 1.21 -0.97
H 6.5179 0.9253 -2.0472 -0.63 0.00 -0.22 0.49
H 5.1964 0.8920 -2.8793 -0.03 0.12 -0.95 0.48
O 2.9375 -1.0774 -1.9807 -0.45 0.79 0.40 -0.97
H 2.4253 -1.8320 -2.2526 -0.77 -0.63 -0.14 0.50
H 3.8111 -1.2798 -2.2707 1.20 -0.01 -0.19 0.48
O -3.7686 1.3596 -1.9658 0.09 0.08 0.13 -0.96
H -3.5241 1.5168 -2.8892 -0.22 0.03 0.27 0.51
H -4.6210 1.7803 -1.7654 0.48 -0.17 -0.23 0.51
O -0.3204 -1.1299 3.7723 -0.62 0.23 0.02 -0.97
H -0.8005 -1.2242 2.9321 -0.01 0.22 0.14 0.51
H 0.5283 -1.5422 3.6520 0.57 -0.31 -0.17 0.48
O 2.4279 1.0733 2.8532 0.46 -0.07 0.01 -0.99
H 2.8943 1.8380 2.5023 -0.17 -0.01 -0.08 0.49
H 1.5131 1.3208 3.0281 -0.35 0.15 0.19 0.51
O -1.1400 2.8777 -1.3867 -0.34 -0.86 0.16 -0.97
H -0.4269 2.4909 -1.9155 0.13 0.52 0.01 0.50
H -0.7521 3.5155 -0.7710 0.34 0.36 0.12 0.52
O 3.0276 -1.5025 2.3130 -0.41 0.14 -0.01 -1.01
H 3.8983 -1.8109 2.5581 0.20 -0.14 0.07 0.48
H 2.9573 -0.5717 2.6181 -0.08 -0.18 -0.20 0.51
O -2.7644 -1.3179 -0.9491 0.61 0.39 -0.26 -1.04
H -2.2906 -1.7950 -1.7042 -0.33 0.21 0.56 0.53
H -3.1270 -1.9714 -0.3343 -0.29 -0.32 0.20 0.54
O 2.8855 1.9229 -0.0951 0.06 -0.48 0.05 -1.02
H 2.3045 1.1505 0.1115 0.31 0.59 -0.16 0.53
H 3.7266 1.5598 -0.4235 -0.24 -0.14 0.13 0.50
O -4.1951 -2.9777 0.8903 -0.50 0.14 -0.40 -0.98
H -5.1179 -2.7325 1.1069 1.09 -0.18 0.32 0.49
H -3.6212 -3.0127 1.6693 -0.48 0.05 0.05 0.51
O 2.6060 4.7495 -0.6255 -0.64 -1.09 -1.10 -0.94
H 2.9167 3.8315 -0.7223 -0.45 -0.11 -0.21 0.50
H 3.1839 5.0089 0.0554 1.22 1.18 1.47 0.48
O -1.3129 2.3735 1.5203 0.49 0.88 -0.36 -1.00
H -1.3679 2.0403 2.4173 0.10 -0.46 0.57 0.53
H -0.5850 3.0455 1.5422 -0.63 -0.48 -0.36 0.53
O 0.8952 -3.1416 -1.9291 0.55 0.37 0.34 -1.00
H 0.9868 -2.8749 -0.9711 -0.01 -0.53 -0.13 0.52
H 1.1718 -4.0543 -2.0435 -0.02 -0.10 0.19 0.50
```
Positions in Å, forces in eV/Å.

---

This record from the OMol25 dataset describes one molecule with the formula F2HN. The level of theory is wB97M-V/def2-TZVPD.

Computed properties:
HOMO energy, eV: -11.488
Orbital gap, eV: 12.26
Net charge: 0
LUMO, eV: 0.8
E_tot, Eh: -254.9185

Structure (XYZ):
```
4
Properties=species:S:1:pos:R:3:forces:R:3:nbo_charge:R:1
N -0.0349 0.0331 -0.4971 -4.26 -2.77 3.23 0.19
F 0.7069 -0.9896 0.1830 0.40 0.46 -0.53 -0.28
F 0.3630 1.1625 0.0975 0.83 1.27 0.45 -0.22
H -1.0350 -0.2061 0.2166 3.03 1.05 -3.14 0.31
```
Positions in Å, forces in eV/Å.